The following is a quantum chemistry calculation of a cluster of 3 separate species, C14H21BN4O5 in total in a non-equilibrium geometry, from the Open Molecules 2025 dataset.

Calculated values
Kohn-Sham gap: 9.00 eV
SMILES: NB(O)N1C(=O)c2ccccc2C1=O.CNC(C)=O.CNC(C)=O
electronic energy: -31737.0717 eV

Structure (XYZ):
```
45
C14H21BN4O5 (the ωB97M-V functional and the def2-TZVPD basis)
N -3.331 0.676 -0.152
B -2.455 0.821 0.983
O -2.980 0.879 2.245
N -0.957 0.859 0.757
C -0.343 2.130 0.819
O -0.535 3.031 0.055
C 0.572 2.148 1.985
C 1.340 3.189 2.480
C 2.098 2.934 3.619
C 2.065 1.685 4.239
C 1.305 0.641 3.721
C 0.569 0.900 2.579
C -0.325 0.034 1.763
O -0.521 -1.142 1.825
H -4.247 0.367 0.153
H -3.432 1.545 -0.664
H -2.404 1.313 2.884
H 1.344 4.149 1.987
H 2.720 3.711 4.036
H 2.643 1.529 5.136
H 1.274 -0.334 4.182
C 2.772 -2.259 1.290
C 4.011 -1.566 1.793
O 4.204 -1.415 2.990
N 4.901 -1.103 0.876
C 4.826 -1.191 -0.570
H 2.174 -2.549 2.147
H 2.182 -1.582 0.669
H 3.016 -3.153 0.715
H 5.702 -0.649 1.287
H 5.687 -1.740 -0.955
H 4.832 -0.190 -1.005
H 3.920 -1.701 -0.878
C -2.767 -0.221 -3.352
C -4.129 -0.156 -3.996
O -4.951 0.694 -3.691
N -4.423 -1.090 -4.942
C -3.585 -2.168 -5.431
H -2.692 0.578 -2.628
H -2.631 -1.170 -2.833
H -1.982 -0.094 -4.100
H -5.348 -0.991 -5.330
H -3.427 -2.059 -6.506
H -4.069 -3.129 -5.249
H -2.622 -2.162 -4.933
```

Results of the natural (NBO) charge analysis, in e, for atoms 1 through 2: -1.110 1.175